ORCA calculation (the ωB97M-V functional and the def2-TZVPD basis) on a cluster of 2 separate species, C6H12N2S in total.

SMILES: Cc1c[nH]cn1.CSC
orbital gap: 9.096 eV
relative energy (zero: lowest compared OMol25 entry of this formula, charge and spin): 21.12 kcal/mol
E_HOMO: -0.305 Eh

ORCA input file:
```
! wB97M-V def2-TZVPD RIJCOSX def2/J DEFGRID3
* xyz 0 1
C -2.699 0.516 0.925
C -0.110 1.111 2.339
S -1.941 1.355 2.373
H -2.032 0.398 0.082
H -3.179 -0.400 1.282
H -3.519 1.125 0.503
H 0.047 0.587 3.284
H 0.395 2.063 2.334
H 0.207 0.516 1.475
C -0.465 -0.130 -2.582
C 0.986 -1.874 -1.260
C 0.772 -0.719 -1.975
C 2.662 -0.462 -0.911
N 2.169 -1.732 -0.590
N 1.804 0.167 -1.634
H 0.360 -2.743 -1.118
H 2.549 -2.484 -0.047
H -0.270 0.885 -2.942
H -1.252 -0.347 -1.858
H 3.538 0.019 -0.489
H -0.786 -0.656 -3.481
*
```

***

ORCA calculation (the ωB97M-V functional and the def2-TZVPD basis) on the molecule C11H11NO3.

⟨S²⟩: 2.024
orbital gap (spin up / spin down): 6.902 / 6.696 eV
relative energy (zero: lowest compared OMol25 entry of this formula, charge and spin): 24.50 kcal/mol
E_HOMO (spin up / spin down): -0.226 / -0.305 Eh

ORCA input file:
```
! wB97M-V def2-TZVPD RIJCOSX def2/J DEFGRID3
* xyz 0 3
C 3.018 0.216 -0.236
C 2.856 -1.177 -0.180
C 1.936 1.123 0.046
C 1.622 -1.721 0.197
C 0.695 0.593 0.297
C 0.589 -0.798 0.453
C -1.478 -1.827 0.022
C -0.511 1.384 0.623
C -0.836 2.739 0.031
C -2.671 -2.601 0.391
C -0.244 3.844 -0.352
N -0.643 -1.300 0.773
O -1.179 -2.091 -1.294
O -1.827 0.898 0.148
O -2.035 2.251 -0.404
H 3.976 0.577 -0.366
H 3.593 -1.876 -0.389
H 1.971 2.223 0.067
H 1.427 -2.835 0.242
H -0.482 1.382 1.776
H -2.677 -2.773 1.454
H -2.661 -3.531 -0.232
H -3.465 -1.964 0.002
H -0.685 -1.446 -1.802
H 0.661 4.263 -0.189
H -0.949 4.446 -1.079
*
```

***

ORCA calculation (the ωB97M-V functional and the def2-TZVPD basis) on the ion C3H5N2O2 with charge +1.

SMILES: O=C=CN/C=[NH+]\O
orbital gap: 9.483 eV
relative energy (zero: lowest compared OMol25 entry of this formula, charge and spin): 65.08 kcal/mol
E_HOMO: -0.506 Eh

ORCA input file:
```
! wB97M-V def2-TZVPD RIJCOSX def2/J DEFGRID3
* xyz 1 1
C -0.351 -0.881 0.958
C -0.474 0.501 -1.101
C 0.197 0.419 -2.226
N -0.793 -0.606 -0.279
N 0.536 -0.108 1.561
O 0.780 0.224 -3.193
O 1.359 0.839 0.878
H -0.736 -1.835 1.285
H -1.048 1.327 -0.884
H 1.009 1.768 1.030
H -1.269 -1.406 -0.603
H 0.791 -0.244 2.575
*
```

***

ORCA calculation (the ωB97M-V functional and the def2-TZVPD basis) on a structure of composition C4H8AlF3O6S2.

orbital gap: 2.653 eV
relative energy (zero: lowest compared OMol25 entry of this formula, charge and spin): 0.00 kcal/mol
E_HOMO: -0.648 Eh

ORCA input file:
```
! wB97M-V def2-TZVPD RIJCOSX def2/J DEFGRID3
* xyz 2 1
Al 3.147 -3.048 -1.018
C 4.046 2.387 -0.862
F 4.507 2.132 0.363
F 3.614 3.622 -0.927
F 4.952 2.167 -1.854
S 2.562 1.162 -1.116
O 2.999 -0.218 -0.952
O 1.592 1.575 -0.110
O 2.182 1.441 -2.556
O 0.495 -2.064 -0.475
S -0.962 -1.689 -0.482
O -1.963 -2.638 -0.910
O -1.407 -1.216 1.037
C -2.677 -0.771 1.326
C -2.854 -0.569 2.853
C -1.207 -0.093 -1.361
H -3.441 -1.505 1.071
H -2.987 0.122 0.783
H -2.868 -1.558 3.311
H -3.760 -0.024 3.119
H -2.098 0.077 3.299
H -2.224 0.259 -1.184
H -0.989 -0.306 -2.407
H -0.660 0.754 -0.945
*
```

***

Calculated energy in order - -20231.250, -19208.906, -10256.854, -52955.570 eV
Calculated largest force on an atom in order - 2.0, 13.4, 3.4, 3.3 eV/A